# 1
47
Properties=species:S:1:pos:R:3:forces:R:3 method="wB97M-V/def2-TZVPD" homo_lumo_gap_ev=8.5056 lumo_energy_ev=2.608 largest_force_ev_per_a=0.6 charge=-1 mol_weight_g_mol=527.04 spin_multiplicity=1
C -3.493 -1.937 2.590 -0.092 -0.120 0.148
C -2.441 -1.227 3.417 -0.111 -0.096 -0.174
O -1.341 -2.118 3.596 -0.071 0.214 0.193
P 0.060 -1.746 4.277 0.415 -0.445 0.046
O 0.511 -2.847 5.137 0.015 0.065 0.085
C 1.195 -1.317 2.926 -0.524 0.282 -0.096
C 0.525 -1.128 1.555 0.257 -0.106 -0.051
In 1.632 0.142 0.171 -0.022 0.443 0.406
C 0.232 0.763 -1.509 -0.370 -0.267 -0.345
C -1.108 0.490 -1.045 0.223 0.448 0.031
O -1.904 1.165 -0.478 0.045 -0.082 0.033
Br -1.644 -1.440 -1.376 -0.047 -0.189 -0.077
O 3.137 -0.984 -0.849 -0.307 -0.334 0.011
N 3.802 -1.817 -0.085 0.446 0.137 -0.427
O 4.322 -1.316 0.877 -0.289 -0.029 0.257
O -0.150 -0.403 5.142 -0.403 0.048 -0.241
C -0.231 0.908 4.562 0.046 0.125 0.194
C -1.545 1.611 4.912 0.112 0.157 -0.148
H -4.203 -1.219 2.181 0.029 0.023 -0.044
H -4.049 -2.649 3.202 0.060 -0.064 -0.009
H -3.021 -2.482 1.774 0.004 0.122 -0.088
H -2.126 -0.319 2.901 0.077 0.019 0.033
H -2.841 -0.958 4.396 0.028 0.085 0.001
H 1.674 -0.381 3.224 0.295 -0.168 0.129
H 1.943 -2.108 2.918 0.096 0.091 -0.044
H -0.427 -0.606 1.670 -0.056 -0.019 -0.066
H 0.289 -2.089 1.101 -0.051 -0.022 0.042
H 2.240 1.623 0.878 0.062 -0.024 -0.063
H 0.349 1.826 -1.707 0.058 0.028 0.130
H 0.482 0.154 -2.373 0.135 -0.038 0.057
H -0.085 0.872 3.482 -0.022 -0.082 -0.030
H 0.600 1.474 4.983 0.093 -0.046 -0.087
H -2.227 0.932 5.417 0.017 0.003 0.036
H -1.360 2.471 5.554 -0.049 -0.069 0.124
H -2.030 1.992 4.013 -0.083 -0.079 -0.002
C 1.886 1.898 -7.379 0.000 -0.001 -0.002
C 0.727 2.486 -6.890 -0.003 -0.001 -0.004
C -0.058 1.808 -5.968 -0.005 0.001 -0.010
C 0.317 0.545 -5.532 -0.024 -0.018 0.031
C 1.477 -0.041 -6.017 0.000 -0.008 -0.008
C 2.261 0.635 -6.943 -0.001 0.002 -0.003
H 2.500 2.427 -8.098 0.002 0.002 0.000
H 0.438 3.473 -7.227 -0.002 0.000 -0.003
H -0.962 2.264 -5.586 0.006 0.004 0.013
H -0.293 0.019 -4.807 0.001 0.001 0.004
H 1.773 -1.022 -5.669 0.004 0.003 0.011
H 3.166 0.178 -7.321 0.006 0.003 0.007

=====

# 2
46
Properties=species:S:1:pos:R:3:forces:R:3 method="wB97M-V/def2-TZVPD" homo_lumo_gap_ev=8.5370 lumo_energy_ev=-0.314 largest_force_ev_per_a=6.2 charge=0 mol_weight_g_mol=396.42 spin_multiplicity=1
C 5.933 -2.035 -1.050 -1.043 -0.236 1.106
C 4.336 -1.659 -1.060 -0.619 -0.236 -1.058
C 3.929 -0.471 -2.145 0.743 -0.320 0.275
Si 2.000 -0.223 -1.924 1.061 1.630 -0.972
O 1.173 0.217 -3.411 -0.466 -3.029 1.415
Si 0.129 -1.066 -4.004 -0.340 1.470 1.248
C -0.931 -1.920 -2.588 -2.884 -1.997 3.755
C -2.260 -1.246 -1.936 0.067 -1.648 1.144
C -3.184 -1.880 -0.710 4.983 -3.012 -2.109
C -2.568 -3.353 -0.208 1.204 3.161 -3.352
C -1.256 -3.875 -1.020 -1.084 1.281 0.112
N -0.464 -3.255 -2.120 -4.693 2.239 2.678
C 1.649 1.177 -0.591 0.890 -0.971 1.382
Cl 1.327 2.803 -1.420 0.009 -1.252 0.778
C 0.417 0.608 0.329 -1.157 1.619 -0.677
C -0.335 1.731 1.257 -1.128 -0.814 0.728
Cl 0.991 -0.782 1.441 -0.266 1.268 -1.069
H 6.556 -1.045 -1.041 -0.984 -2.081 -0.171
H 6.122 -2.643 -0.040 -0.168 1.365 -2.233
H 6.165 -2.760 -1.939 -0.253 1.696 1.594
H 3.892 -1.344 -0.024 1.132 -0.705 -1.716
H 3.731 -2.623 -1.419 1.276 2.001 0.984
H 4.534 0.532 -1.913 -1.255 -2.182 -0.624
H 4.177 -0.857 -3.222 -0.337 0.888 1.927
H 1.503 -1.463 -1.304 -0.195 -0.009 -0.332
H -0.868 -0.431 -4.886 0.110 0.124 0.041
H 0.827 -2.097 -4.769 0.317 -0.164 0.156
H -2.601 -0.196 -2.377 0.802 -2.474 1.055
H -4.136 -1.377 -0.254 2.143 -0.990 -1.074
H -3.069 -3.963 0.681 1.360 1.388 -2.255
H -0.861 -4.947 -0.666 -0.841 2.695 -0.993
H 2.626 1.326 0.071 -2.202 -0.215 -1.274
H -0.371 0.125 -0.408 1.559 0.899 1.660
H -1.416 1.288 1.503 2.351 0.951 -0.534
H 0.188 1.863 2.313 -0.808 -0.173 -2.437
H -0.529 2.761 0.731 0.720 -2.140 0.865
C -3.279 2.945 4.793 0.500 -0.210 1.014
C -4.150 4.097 4.406 -0.426 0.817 0.669
O -4.106 4.078 2.992 0.293 -0.835 -0.475
C -3.786 2.803 2.622 -0.116 -0.825 -2.389
O -3.828 2.388 1.476 0.086 0.899 2.581
O -3.414 2.054 3.701 -0.327 0.326 -0.878
H -3.604 2.471 5.723 0.076 -0.081 -0.251
H -2.226 3.230 4.887 -0.088 -0.015 -0.024
H -5.187 3.963 4.730 0.089 -0.005 -0.032
H -3.776 5.049 4.793 -0.092 -0.098 -0.239

=====

# 3
58
Properties=species:S:1:pos:R:3:forces:R:3 method="wB97M-V/def2-TZVPD" homo_lumo_gap_ev=4.6380 lumo_energy_ev=-5.790 largest_force_ev_per_a=9.1 charge=+1 mol_weight_g_mol=589.75 spin_multiplicity=1
N -1.319 1.321 -1.003 1.650 -1.468 -3.638
P -0.682 1.226 -2.523 -4.426 2.745 1.797
O -1.800 0.459 -3.652 1.494 1.051 2.497
O -0.429 2.917 -3.007 -1.027 -4.016 -1.320
C 0.991 0.306 -2.537 1.046 -1.288 0.332
N 1.127 -0.652 -1.369 5.344 2.129 -6.522
C 2.509 -1.238 -1.558 -0.293 1.917 -2.322
C 3.100 -2.323 -0.475 -0.203 0.057 0.725
C 2.993 -3.896 -0.960 -2.677 -4.634 -3.161
O 2.067 -4.402 -1.779 5.690 3.851 5.253
O 4.013 -4.824 -0.371 -3.076 2.258 -1.516
C 3.159 -0.553 -2.901 -2.184 -0.974 2.730
C 4.686 -0.897 -3.439 1.406 2.093 1.491
F 5.316 0.260 -4.177 -2.443 -4.018 2.290
F 5.521 -1.038 -2.187 -2.595 0.217 -3.734
C 4.812 -2.326 -4.234 -1.329 -1.039 -2.607
F 4.939 -2.177 -5.729 -0.419 -0.091 5.223
F 3.510 -3.056 -4.030 4.511 2.237 -0.407
C 6.122 -3.239 -3.780 2.051 -3.058 -1.137
F 7.420 -2.492 -3.899 -5.069 -2.556 0.887
F 5.949 -3.932 -2.481 0.732 2.977 -4.536
F 6.213 -4.334 -4.817 -0.345 3.809 3.770
N 2.166 0.400 -3.528 -1.968 -5.588 6.950
P 2.262 1.394 -5.005 -1.060 3.308 -2.575
O 0.589 1.610 -5.566 2.792 -3.852 1.434
Cl 3.220 0.397 -6.617 -1.190 -0.135 1.582
H -2.264 0.875 -0.990 0.941 0.402 0.318
H -2.616 0.199 -3.098 1.801 0.607 -1.075
H -1.003 3.089 -3.836 1.305 -0.415 1.617
H 0.387 -0.803 -0.645 0.658 0.434 -0.711
H 2.400 -2.239 0.488 1.423 -0.245 -2.160
H 4.189 -2.045 -0.072 -2.401 -0.648 -1.340
H 3.777 -5.782 -0.597 -0.030 1.974 0.033
H 0.293 0.644 -5.722 -0.066 2.002 -0.125
C -4.255 4.106 4.965 0.347 0.058 0.013
O -3.152 3.277 5.309 -0.518 -0.033 0.109
C -3.520 2.159 6.124 0.554 -0.379 -0.166
C -3.373 0.848 5.334 -0.454 0.536 0.043
N -4.402 0.734 4.297 0.329 -0.156 -0.058
C -4.166 -0.365 3.353 -0.066 0.423 -0.095
C -2.905 -0.278 2.470 -0.445 -0.289 -0.245
O -2.937 0.786 1.516 0.243 -0.322 0.396
C -2.501 2.040 2.020 -0.035 0.259 -0.476
H -3.868 5.007 4.482 0.056 -0.163 0.084
H -4.919 3.599 4.261 -0.225 0.031 0.046
H -4.813 4.407 5.859 -0.052 -0.049 -0.103
H -4.526 2.265 6.546 0.049 0.014 -0.242
H -2.814 2.139 6.962 -0.081 -0.041 -0.074
H -3.460 0.001 6.025 -0.025 0.058 -0.093
H -2.370 0.834 4.898 0.215 0.012 0.174
H -4.441 1.602 3.770 -0.022 -0.180 0.178
H -5.039 -0.398 2.690 0.171 -0.073 0.001
H -4.156 -1.313 3.904 0.098 0.090 -0.001
H -2.861 -1.202 1.880 -0.059 0.075 0.008
H -1.978 -0.255 3.054 -0.030 0.233 0.072
H -1.729 1.939 2.789 -0.150 -0.048 0.058
H -3.351 2.608 2.398 0.098 0.110 0.239
H -2.077 2.611 1.187 -0.043 -0.211 0.085

=====

# 4
38
Properties=species:S:1:pos:R:3:forces:R:3 method="wB97M-V/def2-TZVPD" homo_lumo_gap_ev=8.5676 lumo_energy_ev=0.972 largest_force_ev_per_a=3.5 charge=0 mol_weight_g_mol=205.35 spin_multiplicity=1
C -4.100 -1.055 -1.207 -0.948 0.831 -1.140
C -2.665 -1.296 -0.721 0.603 0.112 0.444
C -2.550 -1.013 0.789 -0.174 2.933 -1.828
C -1.163 -0.960 1.422 -0.536 -0.544 0.646
N -0.201 -0.028 0.909 1.023 1.250 -0.534
C -0.468 1.375 1.280 1.895 -0.671 1.736
C -1.078 2.249 0.250 -0.586 1.564 -1.023
C -0.270 2.452 -1.086 -0.990 0.642 -0.198
C 1.007 3.302 -0.821 -0.232 -0.440 0.918
C 1.061 -0.487 0.438 0.275 0.200 -0.565
C 2.317 0.239 0.538 -1.187 -0.247 0.459
C 3.498 -0.340 0.023 -0.173 2.239 0.271
C 3.502 -1.557 -0.614 0.967 -2.118 0.003
C 2.300 -2.330 -0.670 -0.142 1.965 -0.207
C 1.084 -1.742 -0.264 1.117 -0.425 0.748
H -4.270 -1.384 -2.302 0.372 0.424 1.725
H -4.247 0.111 -1.217 -0.095 -2.195 0.204
H -4.911 -1.567 -0.580 1.199 0.843 -0.732
H -1.995 -0.617 -1.276 -0.060 -0.421 0.085
H -2.297 -2.326 -0.796 -0.250 0.032 -0.738
H -3.038 0.007 0.897 0.315 -1.071 0.418
H -3.178 -1.753 1.191 -0.681 -0.817 1.400
H -0.712 -1.930 1.337 0.116 -0.616 0.285
H -1.348 -0.751 2.502 0.313 -0.202 -0.393
H 0.409 1.888 1.823 -0.693 -0.839 -1.222
H -1.143 1.293 2.115 -0.613 0.082 0.311
H -2.117 1.935 0.051 0.435 -0.195 -0.185
H -1.235 3.263 0.771 0.415 -1.101 -0.917
H -0.122 1.537 -1.744 0.250 0.623 1.441
H -0.942 3.041 -1.778 0.620 -0.219 0.804
H 1.747 2.808 -0.129 -0.850 0.292 -0.829
H 1.498 3.435 -1.784 0.189 0.546 0.186
H 0.718 4.264 -0.287 0.371 -0.959 -1.064
H 2.402 1.246 1.064 -0.343 -1.627 -0.799
H 4.402 0.347 0.082 -0.988 -1.368 -0.095
H 4.519 -1.985 -0.919 -1.777 0.541 0.203
H 2.214 -3.297 -1.156 0.447 0.083 0.101
H 0.199 -2.395 -0.381 0.395 0.873 0.081

=====

# 5
42
Properties=species:S:1:pos:R:3:forces:R:3 method="wB97M-V/def2-TZVPD" homo_lumo_gap_ev="3.1733 / 3.1797" lumo_energy_ev="-0.729 / -0.725" largest_force_ev_per_a=7.3 charge=0 mol_weight_g_mol=347.78 spin_multiplicity=1
C 0.493 3.656 -1.454 -0.128 -0.622 0.187
C -0.785 3.135 -1.255 -0.039 0.042 -0.323
C -1.074 1.886 -0.643 0.656 1.604 -0.760
C -0.028 1.081 -0.201 0.135 0.619 0.823
C 1.268 1.614 -0.360 -0.181 0.763 -0.208
C 1.522 2.873 -0.964 0.232 -0.842 0.125
C -2.537 1.545 -0.555 -0.922 -0.516 -0.402
C -2.970 0.156 -0.125 0.966 -2.156 0.547
N -1.928 -0.961 -0.276 -2.671 -1.848 -2.245
Zn -0.404 -0.752 0.809 2.741 0.807 -0.945
C 2.425 0.781 0.114 1.342 -0.972 0.289
P 1.964 -0.961 0.456 -0.240 -0.159 -0.484
H -1.559 3.744 -1.675 -0.852 0.086 -0.030
H 2.530 3.227 -1.115 0.340 -0.160 0.161
H 0.710 4.594 -2.019 -0.447 -0.862 0.697
H 2.965 1.058 1.025 -0.433 0.678 0.131
H 3.249 0.687 -0.591 -0.025 0.416 -0.424
H -3.075 2.227 0.101 0.137 0.265 0.152
H -3.036 1.670 -1.514 0.323 0.404 -0.341
H -3.270 0.126 0.923 0.229 0.046 0.328
C 2.822 -1.462 1.976 1.333 -0.267 -0.315
C 2.527 -1.892 -1.120 1.973 0.593 2.268
H -3.845 -0.273 -0.618 -0.166 0.689 -0.451
C -1.467 -1.133 -1.723 -0.739 0.666 -0.191
C -2.569 -2.294 0.156 0.111 1.406 0.138
H -0.129 -0.332 3.027 1.319 -3.301 -3.010
H -1.940 -2.004 -2.212 -0.087 0.547 0.368
H -1.618 -0.217 -2.333 -0.241 -0.466 0.595
H -0.399 -1.340 -1.776 0.274 -0.283 0.423
H -3.596 -2.321 -0.216 -0.157 -0.030 0.110
H -2.035 -3.148 -0.281 0.203 0.459 0.514
H -2.536 -2.257 1.271 -0.238 -0.598 -0.792
H 3.640 -1.791 -1.211 0.603 0.734 0.235
H 2.319 -2.977 -0.966 1.467 0.531 -0.302
H 2.000 -1.467 -1.972 0.718 0.204 -0.231
H 3.902 -1.253 1.907 -0.260 -0.131 0.202
H 2.417 -0.907 2.836 0.028 -0.207 -0.401
H 2.696 -2.544 2.134 -0.117 0.338 0.009
H 1.329 -2.510 -1.235 -5.790 -1.890 -0.057
S -1.258 0.404 3.011 -1.367 1.286 0.835
C 0.123 0.255 4.021 4.567 1.388 5.559
N 1.157 0.077 4.643 -4.596 0.737 -2.785

=====

# 6
50
Properties=species:S:1:pos:R:3:forces:R:3 method="wB97M-V/def2-TZVPD" homo_lumo_gap_ev=8.8243 lumo_energy_ev=0.418 largest_force_ev_per_a=0.7 charge=0 mol_weight_g_mol=393.35 spin_multiplicity=1
O -2.005 -2.678 -2.661 -0.105 -0.071 -0.048
C -1.646 -1.809 -1.915 0.409 0.075 -0.152
O -2.399 -1.349 -0.920 -0.521 0.028 0.029
C -0.290 -1.104 -2.000 -0.177 -0.044 0.062
N 0.045 -0.550 -0.700 0.233 0.066 -0.179
C 0.446 0.846 -0.713 0.312 0.330 0.011
C 1.815 1.110 -1.376 -0.276 -0.354 -0.137
N 2.304 2.478 -1.325 0.021 0.175 -0.104
C 1.357 3.517 -1.693 -0.061 0.179 0.149
C 0.669 3.309 -3.024 -0.006 -0.166 -0.080
O 0.166 2.297 -3.437 -0.009 -0.190 -0.033
O 0.624 4.453 -3.712 0.090 0.670 -0.220
C 3.033 2.807 -0.108 0.008 -0.071 -0.039
C 2.165 2.692 1.141 0.037 0.279 -0.100
O 1.253 3.437 1.397 -0.074 0.103 0.014
O 2.488 1.627 1.862 0.246 -0.491 0.330
C 0.895 -1.418 0.098 -0.129 -0.291 0.075
C 0.128 -2.644 0.610 0.196 0.185 -0.105
N -0.999 -2.268 1.443 -0.169 -0.404 0.274
C -2.099 -3.204 1.452 0.053 0.061 -0.018
C -3.408 -2.477 1.675 0.224 0.192 0.009
O -3.507 -1.289 1.876 -0.140 0.175 0.055
O -4.448 -3.292 1.643 -0.351 -0.470 -0.073
C -0.610 -1.779 2.755 0.054 0.155 -0.124
C -0.428 -0.261 2.713 -0.042 -0.464 0.127
O 0.535 0.290 3.190 0.120 0.091 0.097
O -1.389 0.397 2.106 -0.332 0.424 -0.045
H -1.826 -0.747 -0.387 0.142 -0.250 -0.138
H -0.405 -0.300 -2.733 0.033 -0.018 0.028
H 0.461 -1.803 -2.389 -0.123 0.012 0.022
H 0.443 1.196 0.319 -0.090 0.022 -0.040
H -0.324 1.397 -1.255 0.032 0.022 0.110
H 2.575 0.484 -0.905 0.017 -0.022 -0.017
H 1.749 0.828 -2.431 0.021 -0.161 0.147
H 1.903 4.462 -1.756 -0.128 -0.085 0.101
H 0.555 3.647 -0.944 0.056 0.085 -0.141
H 0.139 4.335 -4.544 0.014 -0.263 0.230
H 3.879 2.123 -0.018 -0.022 0.101 -0.013
H 3.403 3.831 -0.198 -0.021 -0.055 0.104
H 1.840 1.441 2.580 -0.091 0.211 -0.267
H 1.761 -1.787 -0.475 -0.013 0.067 0.094
H 1.274 -0.844 0.944 0.114 0.026 -0.024
H -0.249 -3.205 -0.247 0.026 -0.080 0.036
H 0.838 -3.291 1.152 -0.060 -0.012 -0.095
H -2.184 -3.691 0.477 0.012 0.007 0.063
H -2.009 -4.000 2.210 -0.056 0.046 -0.083
H -5.281 -2.801 1.739 0.276 0.126 0.025
H -1.401 -1.986 3.482 0.046 -0.005 -0.023
H 0.320 -2.238 3.119 -0.110 0.115 -0.018
H -2.158 -0.190 1.884 0.314 -0.061 0.123